(1)
Molecular formula: C4H7NO2
Method: DFT, the ωB97M-V functional and the def2-TZVPD basis

For the LUMO energy, the calculation gives 0.8 eV. As for the SMILES: C1=COC=NC1.O. The calculation puts the HOMO energy at -0.3393 Eh. The frontier orbital gap is 10.00 eV. Its maximum force is 0.44 eV/A. The electronic energy comes out at -9845.4884 eV. The energy above the lowest of the compared OMol25 structures with the same formula, charge and spin comes out at 41.3 kcal per mole.

```
! RIJCOSX wB97M-V def2-TZVPD def2/J DEFGRID3
* xyz 0 1
O -0.9090 -1.8887 2.2149
C -0.7158 0.8199 -1.1414
C 0.2504 1.7220 -1.0310
O 1.4649 1.4426 -0.4315
C 1.5497 0.2311 0.1794
N 0.7151 -0.7131 0.1638
C -0.5128 -0.5780 -0.6234
H -0.1077 -1.8033 1.6698
H -1.6577 1.1003 -1.6004
H 0.2073 2.7521 -1.3634
H -0.9686 -1.0315 2.6549
H 2.4821 0.1530 0.7343
H -0.4621 -1.3018 -1.4485
H -1.3359 -0.9045 0.0224
*
```

***

(2)
Molecular formula: C4H7NO2
Method: DFT, the ωB97M-V functional and the def2-TZVPD basis

For the LUMO energy, the calculation gives 1.0 eV. The calculation puts the HOMO energy at -0.3272 Eh. The frontier orbital gap is 9.94 eV. Its maximum force is 0.61 eV/A. The electronic energy comes out at -9843.7110 eV. The energy above the lowest of the compared OMol25 structures with the same formula, charge and spin comes out at 82.3 kcal per mole.

```
! RIJCOSX wB97M-V def2-TZVPD def2/J DEFGRID3
* xyz 0 1
C -1.2150 -1.1248 0.4917
C -1.4097 0.2285 -0.1372
C -0.4645 1.3132 -0.0237
O -1.5037 1.2747 0.8900
C 1.2623 0.0930 -0.6106
O 0.8589 0.9744 0.3387
N 2.5421 -0.1920 -0.4488
H -0.4986 -1.0611 1.3143
H -2.1852 -1.4157 0.9067
H -0.8874 -1.8965 -0.2100
H -2.1001 0.2670 -0.9806
H -0.4782 2.1828 -0.6785
H 2.9248 -0.8520 -1.1057
H 3.1542 0.2086 0.2539
*
```